Arrangement 1

12
Properties=species:S:1:pos:R:3:lowdin_charge:R:1 method="wB97M-V/def2-TZVPD" gap_ev=10.5 homo_energy_ev=-9.6 e_lumo_ev=0.87 charge=0
O -1.408 -2.672 1.505 -0.078
C -0.732 -3.241 0.566 -0.414
N 0.552 -3.224 0.570 0.110
H -1.135 -3.734 -0.352 0.133
H 1.072 -2.816 1.351 0.132
H 1.047 -3.754 -0.153 0.116
O 0.261 1.888 -1.557 -0.041
C -0.259 2.764 -0.833 -0.427
N 0.470 3.708 -0.278 0.103
H -1.356 2.909 -0.685 0.133
H 1.479 3.759 -0.437 0.123
H 0.008 4.412 0.303 0.108

Arrangement 2

12
Properties=species:S:1:pos:R:3:lowdin_charge:R:1 method="wB97M-V/def2-TZVPD" gap_ev=8.6 homo_energy_ev=-7.8 e_lumo_ev=0.80 charge=0
C 0.871 -0.681 -1.193 0.118
N -0.491 0.795 0.330 -0.213
N -0.135 -0.113 1.422 0.077
C -1.083 -0.509 0.353 -0.429
O -0.034 2.101 0.384 -0.006
O -0.693 -1.293 -0.635 -0.073
H 0.927 2.055 0.511 0.099
H -0.625 0.193 2.262 0.084
H -2.154 -0.483 0.557 0.150
H 1.516 -0.938 -0.359 0.065
H 0.841 -1.415 -1.988 0.060
H 1.059 0.288 -1.645 0.067

Arrangement 3

12
Properties=species:S:1:pos:R:3:lowdin_charge:R:1 method="wB97M-V/def2-TZVPD" gap_ev=10.8 homo_energy_ev=-10.2 e_lumo_ev=0.67 charge=0
C 1.249 1.228 -0.006 -0.052
C 1.235 -1.213 0.124 -0.083
H 0.548 1.975 -0.442 0.096
H 1.316 1.457 1.062 0.097
H 2.200 1.269 -0.492 0.081
H 1.069 -1.449 1.221 0.112
H 0.946 -2.080 -0.530 0.100
H 2.341 -1.096 -0.009 0.099
N 0.561 -0.023 -0.274 -0.169
N -0.820 -0.008 -0.039 -0.398
O -1.356 -1.092 -0.044 0.072
O -1.333 1.099 0.128 0.045

Going by the energies, arrangement 1 is most stable and the next is 81.2 kcal/mol up.